[1]
C2HFIN | ωB97M-V/def2-TZVPD

Each line ends with the Mulliken charge.
Positions of all 6 atoms, in Å:
C: 1.84 -0.72 -0.04  0.07
C: -1.44 0.31 0.05  -0.10
N: 2.81 -0.16 0.17  -0.35
F: -0.80 1.43 -0.02  -0.04
I: -3.45 0.39 0.29  0.11
H: 1.04 -1.26 -0.46  0.29

Values from the calculation:
charge = 0
max |F| = 2.332 eV/Å
HOMO-LUMO gap = 8.4 eV
ΔE to the lowest compared entry with this formula, charge and spin = 65.2 kcal per mole
HOMO = -9.49 eV



[2]
CH2N2S2 | ωB97M-V/def2-TZVPD

Each line ends with the Mulliken charge.
Positions of all 7 atoms, in Å:
C: -0.91 1.27 0.28  0.45
N: 0.39 -1.15 0.56  -0.29
N: -1.15 0.18 0.75  -0.41
S: -0.79 2.72 -0.37  -0.26
S: 1.12 -0.78 -0.86  0.03
H: 1.12 -0.71 1.16  0.30
H: 0.21 -1.53 -1.53  0.20

Values from the calculation:
charge = 0
max |F| = 2.016 eV/Å
HOMO-LUMO gap (spin up / spin down) = 7.4 / 6.8 eV
ΔE to the lowest compared entry with this formula, charge and spin = 64.5 kcal per mole
HOMO (spin up / spin down) = -9.24 / -9.06 eV



[3]
C50H40MnN4O4P3Se | ωB97M-V/def2-TZVPD

Each line ends with the Mulliken charge.
Positions of all 103 atoms, in Å:
Mn: 0.63 0.76 -0.82  -0.01
N: -1.51 -0.61 0.72  0.09
P: -0.32 0.48 1.29  0.96
C: -1.18 1.93 1.97  2.16
C: -0.39 2.97 2.47  -0.70
C: -0.99 4.02 3.14  -1.09
C: -2.37 4.06 3.29  -0.99
C: -3.15 3.02 2.80  -0.73
C: -2.56 1.95 2.16  -0.95
C: 0.33 -0.15 2.85  1.79
C: -0.58 -0.88 3.62  -1.05
C: -0.26 -1.19 4.93  -0.83
C: 0.95 -0.79 5.47  -0.95
C: 1.86 -0.08 4.69  -0.85
C: 1.55 0.25 3.39  -0.41
P: -1.77 0.02 -0.86  -0.68
C: -2.32 -1.32 -1.94  1.44
C: -2.71 -0.93 -3.23  -0.92
C: -3.14 -1.88 -4.14  -0.92
C: -3.19 -3.22 -3.76  -0.82
C: -2.88 -3.59 -2.46  -0.90
C: -2.44 -2.65 -1.55  0.01
C: -3.34 0.93 -0.68  0.87
C: -3.55 2.30 -0.79  -0.21
C: -4.78 2.84 -0.45  -0.79
C: -5.80 2.03 0.00  -0.68
C: -5.60 0.66 0.09  -0.76
C: -4.39 0.10 -0.25  -0.77
H: -2.31 -0.88 1.29  0.78
H: 0.69 2.92 2.38  0.49
H: -0.38 4.80 3.58  0.57
H: -2.83 4.87 3.83  0.47
H: -4.21 3.04 2.93  0.58
H: -3.17 1.12 1.85  0.54
H: -1.53 -1.18 3.21  0.27
H: -0.98 -1.73 5.53  0.54
H: 1.18 -1.02 6.50  0.45
H: 2.81 0.22 5.10  0.56
H: 2.27 0.80 2.80  0.20
H: -2.70 0.11 -3.51  0.57
H: -3.43 -1.58 -5.13  0.50
H: -3.50 -3.96 -4.48  0.49
H: -2.97 -4.62 -2.16  0.51
H: -2.23 -2.92 -0.53  0.56
H: -2.76 2.94 -1.15  0.27
H: -4.93 3.90 -0.54  0.48
H: -6.75 2.45 0.28  0.47
H: -6.40 0.02 0.44  0.49
H: -4.24 -0.97 -0.20  0.40
N: 2.62 0.60 -2.05  0.19
C: 3.64 -0.18 -1.39  -0.73
C: 4.98 0.14 -1.47  -0.81
C: 5.92 -0.69 -0.87  -0.90
C: 5.50 -1.85 -0.23  -0.81
C: 4.16 -2.17 -0.14  -0.59
C: 3.21 -1.31 -0.69  0.14
P: 1.40 -1.53 -0.57  2.98
C: 1.15 -2.46 0.97  0.58
C: 2.01 -2.35 2.06  -0.78
C: 1.81 -3.14 3.17  -1.14
C: 0.74 -4.02 3.23  -1.04
C: -0.13 -4.11 2.16  -1.02
C: 0.08 -3.35 1.03  -1.05
C: 1.05 -2.76 -1.86  1.51
C: 0.37 -2.44 -3.03  -0.24
C: 0.16 -3.40 -4.01  -0.72
C: 0.65 -4.68 -3.82  -0.97
C: 1.35 -5.00 -2.66  -0.88
C: 1.55 -4.05 -1.68  -0.48
H: 3.03 1.51 -2.31  0.35
H: 2.42 0.13 -2.94  0.30
H: 5.31 1.02 -2.00  0.51
H: 6.97 -0.44 -0.92  0.48
H: 6.23 -2.51 0.21  0.50
H: 3.85 -3.07 0.37  0.45
H: 2.84 -1.65 2.03  0.90
H: 2.51 -3.08 4.00  0.56
H: 0.59 -4.64 4.10  0.50
H: -0.97 -4.79 2.20  0.53
H: -0.56 -3.47 0.17  0.72
H: -0.02 -1.44 -3.17  -0.35
H: -0.37 -3.14 -4.91  0.66
H: 0.49 -5.43 -4.58  0.47
H: 1.72 -6.01 -2.52  0.49
H: 2.09 -4.31 -0.78  0.41
O: 1.96 6.89 -0.69  -0.16
C: 1.64 7.90 -1.22  0.76
O: 1.40 8.89 -1.69  -0.05
C: 1.49 5.52 -0.65  0.69
C: 0.28 5.18 -1.23  -1.03
C: -0.06 3.83 -1.23  -0.92
N: 0.69 2.87 -0.69  1.17
C: 1.82 3.26 -0.08  -0.06
C: 2.28 4.57 -0.04  -0.96
C: 2.61 2.13 0.60  -0.12
O: 3.63 2.36 1.19  -0.65
O: 2.02 1.00 0.48  0.55
H: -0.40 5.89 -1.67  0.49
H: -0.97 3.54 -1.74  0.38
H: 3.23 4.79 0.44  0.70
Se: -0.20 1.32 -3.15  0.20
C: 0.89 0.61 -4.42  0.25
N: 1.59 0.16 -5.21  -0.44

Values from the calculation:
charge = +3
max |F| = 2.079 eV/Å
2S+1 = 2
HOMO-LUMO gap (spin up / spin down) = 5.6 / 6.3 eV
HOMO (spin up / spin down) = -15.50 / -15.48 eV



[4]
C41H37AgCl3GeN5O2S2 | ωB97M-V/def2-TZVPD

Each line ends with the Mulliken charge.
Positions of all 92 atoms, in Å:
Ag: 0.32 -1.99 -0.31  1.73
C: -2.78 -5.39 -1.94  -0.57
O: -2.36 -5.69 -0.59  -0.45
C: -1.61 -4.64 -0.21  -0.03
N: -1.58 -3.63 -0.98  0.16
C: -2.55 -3.88 -2.05  -0.39
C: -2.08 -3.38 -3.40  0.06
C: -2.99 -2.86 -4.30  -0.40
C: -2.58 -2.41 -5.55  -0.71
C: -1.24 -2.47 -5.89  -0.56
C: -0.32 -2.99 -4.99  -0.61
C: -0.73 -3.45 -3.75  0.11
C: -0.89 -4.74 1.08  0.14
C: -0.95 -5.89 1.86  -0.91
C: -0.25 -5.91 3.05  -0.50
C: 0.50 -4.80 3.41  -0.99
C: 0.50 -3.71 2.56  0.26
N: -0.20 -3.67 1.43  0.87
C: 1.29 -2.50 2.85  -0.29
N: 1.41 -1.49 2.09  0.50
C: 2.14 -0.47 2.85  0.25
C: 2.75 -1.28 4.00  -0.56
O: 1.91 -2.47 4.04  -0.44
C: 3.14 0.32 2.03  -0.29
C: 3.34 0.05 0.69  0.75
C: 4.26 0.80 -0.04  -0.64
C: 4.97 1.82 0.57  -0.50
C: 4.77 2.09 1.92  -0.76
C: 3.86 1.34 2.64  -0.50
H: -3.82 -5.69 -2.04  0.29
H: -2.15 -5.96 -2.63  0.39
H: -3.47 -3.33 -1.80  0.51
H: -4.04 -2.80 -4.03  0.43
H: -3.30 -2.00 -6.24  0.43
H: -0.91 -2.12 -6.86  0.44
H: 0.73 -3.03 -5.25  0.35
H: 0.00 -3.84 -3.06  0.38
H: -1.53 -6.74 1.52  0.54
H: -0.26 -6.79 3.68  0.45
H: 1.08 -4.78 4.32  0.56
H: 1.39 0.23 3.24  -0.07
H: 2.69 -0.80 4.98  0.38
H: 3.77 -1.60 3.79  0.34
H: 2.80 -0.75 0.21  -0.21
H: 4.42 0.57 -1.09  0.39
H: 5.69 2.39 0.00  0.48
H: 5.33 2.87 2.40  0.43
H: 3.70 1.56 3.69  0.48
S: -1.27 -0.36 1.51  -0.39
C: -1.93 0.94 0.72  0.74
N: -2.57 1.97 1.24  0.17
C: -3.04 3.06 0.40  -0.89
C: -2.03 3.32 -0.69  -0.61
N: -1.77 2.07 -1.42  0.08
C: -1.29 2.23 -2.80  -1.24
C: -0.02 3.04 -2.78  0.41
C: 1.10 2.55 -2.11  0.22
C: 2.25 3.32 -2.04  -0.45
C: 2.30 4.56 -2.65  -0.58
C: 1.19 5.05 -3.33  -0.61
C: 0.03 4.29 -3.39  -0.54
C: -1.72 0.94 -0.76  -0.50
S: -1.42 -0.57 -1.46  -0.06
C: -2.77 2.10 2.69  -1.50
C: -1.84 3.15 3.25  0.70
C: -2.34 4.23 3.96  -0.40
C: -1.48 5.19 4.46  -0.60
C: -0.12 5.09 4.24  -0.53
C: 0.38 4.01 3.52  -0.81
C: -0.47 3.04 3.03  0.06
H: -3.12 3.95 1.03  0.47
H: -4.03 2.82 0.00  0.33
H: -1.09 3.68 -0.28  0.37
H: -2.40 4.05 -1.41  0.53
H: -2.08 2.73 -3.37  0.45
H: -1.14 1.23 -3.22  0.46
H: 1.08 1.57 -1.65  0.22
H: 3.11 2.93 -1.51  0.38
H: 3.20 5.15 -2.60  0.43
H: 1.23 6.02 -3.81  0.39
H: -0.84 4.67 -3.92  0.40
H: -2.59 1.12 3.13  0.46
H: -3.82 2.37 2.86  0.46
H: -3.41 4.31 4.13  0.39
H: -1.88 6.03 5.02  0.39
H: 0.55 5.84 4.63  0.41
H: 1.45 3.93 3.35  0.55
H: -0.07 2.20 2.48  0.33
Cl: 1.66 -1.21 -2.29  -0.54
Ge: 3.56 -2.76 -2.01  0.40
Cl: 2.38 -3.90 -0.37  -0.31
Cl: 2.95 -4.06 -3.70  -0.39

Values from the calculation:
charge = +1
max |F| = 0.515 eV/Å
2S+1 = 2
HOMO-LUMO gap (spin up / spin down) = 6.4 / 5.0 eV
ΔE to the lowest compared entry with this formula, charge and spin = 37.8 kcal per mole
HOMO (spin up / spin down) = -10.49 / -10.48 eV



E_tot
In order: -14394.2688 -25716.4125 -191156.4544 -174414.4589
Unit: eV